The following is a DFT calculation (ωB97M-V/def2-TZVPD) of a molecular structure, C26H32F6N7O4ReS2.

CARTESIAN COORDINATES (ANGSTROEM)
Re -0.255 -1.101 -0.360
C -0.889 -2.813 2.034
N -0.381 -1.413 1.785
C -1.431 -0.460 2.276
C -2.593 -0.516 1.325
C -3.905 -0.299 1.689
C -4.897 -0.347 0.717
C -4.555 -0.624 -0.604
C -3.234 -0.840 -0.914
N -2.274 -0.781 0.037
C 0.917 -1.268 2.536
C 1.648 0.048 2.421
C 3.035 0.026 2.413
C 3.714 1.233 2.456
C 2.982 2.410 2.500
C 1.598 2.326 2.502
N 0.934 1.169 2.465
C -0.578 -3.754 0.916
C -0.447 -5.110 1.091
C -0.349 -5.930 -0.029
C -0.403 -5.360 -1.292
C -0.503 -3.992 -1.403
N -0.576 -3.188 -0.316
H -0.505 -3.170 2.989
H -1.976 -2.764 2.121
H -1.727 -0.735 3.290
H -0.979 0.534 2.299
H -4.149 -0.100 2.725
H -5.931 -0.182 0.990
H -5.304 -0.682 -1.382
H -2.908 -1.061 -1.922
H 0.685 -1.452 3.590
H 1.562 -2.076 2.192
H 3.576 -0.912 2.395
H 4.795 1.254 2.468
H 3.474 3.371 2.556
H 0.991 3.221 2.558
H -0.445 -5.528 2.089
H -0.241 -7.000 0.088
H -0.343 -5.959 -2.189
H -0.528 -3.520 -2.375
F 4.272 -0.150 -1.225
C 4.256 -1.465 -1.353
F 4.629 -2.042 -0.230
F 4.980 -1.856 -2.362
S 2.488 -1.980 -1.651
O 1.821 -1.529 -0.351
O 2.354 -3.372 -1.903
N 2.038 -0.977 -2.769
S 0.658 -1.213 -3.490
O -0.447 -1.066 -2.445
O 0.495 -2.358 -4.307
C 0.500 0.365 -4.528
F -0.028 0.016 -5.667
F 1.686 0.899 -4.684
F -0.292 1.204 -3.874
C -2.217 3.078 1.200
C -1.874 2.500 -0.165
N -0.581 2.964 -0.676
C -0.519 4.414 -1.010
C 0.157 5.279 0.048
C 0.439 2.165 -0.871
C 1.690 2.728 -1.490
N 0.467 0.843 -0.586
H -3.215 2.751 1.494
H -2.236 4.166 1.180
H -1.498 2.763 1.958
H -2.630 2.785 -0.899
H -1.839 1.419 -0.135
H -1.553 4.732 -1.134
H -0.042 4.535 -1.979
H -0.424 5.323 0.967
H 0.247 6.294 -0.337
H 1.158 4.931 0.295
H 1.465 3.110 -2.488
H 2.457 1.964 -1.588
H 2.098 3.551 -0.910
H 1.432 0.575 -0.759

* frontier orbital gap (spin up / spin down): 8.81 / 6.81 eV
* calculated total energy: -86182.5502 eV
* strongest force on any atom: 0.66 eV/A
* spin multiplicity: 4
* HOMO energy (spin up / spin down): -17.519 / -17.511 eV
* total charge: +3